{"formula": "H20O10", "method": "wB97M-V/def2-TZVPD", "smiles": "O.O.O.O.O.O.O.O.O.O", "lumo_energy_ev": -0.35, "mol_weight_g_mol": 180.15, "largest_force_ev_per_a": 0.669, "e_above_lowest_ev": 2.258, "homo_lumo_gap_ev": 10.873, "e_homo_ev": -11.2255, "species": ["O", "H", "H", "O", "H", "H", "O", "H", "H", "O", "H", "H", "O", "H", "H", "O", "H", "H", "O", "H", "H", "O", "H", "H", "O", "H", "H", "O", "H", "H"], "xyz": [[0.962, 0.669, -3.024], [1.532, 1.343, -2.630], [0.064, 0.863, -2.686], [3.452, 0.886, -0.565], [3.245, 1.738, -0.160], [2.638, 0.370, -0.488], [-1.337, 2.175, 2.148], [-1.239, 1.313, 2.571], [-1.607, 1.962, 1.245], [-1.731, 1.260, -2.523], [-2.055, 1.262, -1.615], [-2.497, 1.038, -3.063], [-0.427, -0.306, 0.255], [0.247, -0.805, -0.246], [-0.318, -0.589, 1.172], [-0.308, -0.322, 3.389], [0.358, -1.016, 3.482], [-0.233, 0.198, 4.200], [-0.360, -3.271, -3.110], [0.518, -3.493, -3.433], [-0.200, -2.709, -2.342], [-2.641, -1.990, 3.820], [-2.027, -1.527, 3.237], [-2.592, -1.510, 4.652], [0.502, 2.523, -0.014], [-0.090, 2.679, 0.743], [0.667, 1.573, 0.022], [1.558, -1.460, -1.386], [2.354, -1.996, -1.480], [1.565, -0.857, -2.169]], "forces_ev_per_angstrom": [[0.16, -0.06, 0.41], [-0.09, 0.01, -0.13], [0.09, 0.03, -0.33], [-0.20, 0.10, 0.05], [-0.01, -0.08, -0.06], [0.13, -0.06, -0.02], [-0.23, 0.08, -0.12], [0.11, 0.02, -0.19], [-0.26, -0.17, 0.23], [-0.24, 0.04, 0.19], [0.14, -0.04, -0.06], [0.15, -0.04, -0.04], [0.29, -0.13, 0.06], [-0.23, 0.03, 0.08], [-0.04, 0.13, -0.14], [0.24, -0.05, 0.16], [-0.07, 0.09, 0.02], [0.04, -0.06, -0.10], [-0.04, -0.01, 0.09], [-0.05, 0.04, 0.01], [0.09, -0.03, -0.11], [-0.06, -0.09, -0.10], [-0.11, 0.00, 0.23], [-0.02, -0.02, -0.04], [0.02, 0.16, 0.00], [0.66, 0.00, -0.14], [-0.34, -0.03, 0.07], [0.34, 0.09, -0.48], [-0.10, -0.01, 0.20], [-0.36, 0.08, 0.27]]}

***

{"formula": "C4H4N2O", "method": "wB97M-V/def2-TZVPD", "lumo_energy_ev": 0.51, "mol_weight_g_mol": 96.09, "largest_force_ev_per_a": 0.444, "e_above_lowest_ev": 3.370, "homo_lumo_gap_ev": 9.548, "e_homo_ev": -9.0421, "species": ["O", "C", "C", "C", "N", "C", "N", "H", "H", "H", "H"], "xyz": [[-0.105, 1.606, -2.076], [0.060, 0.871, -1.129], [-0.474, -0.487, -1.021], [-0.456, -1.128, 0.158], [0.103, -0.539, 1.271], [0.807, 0.614, 1.172], [0.843, 1.254, -0.006], [-0.925, -0.936, -1.896], [-0.864, -2.123, 0.296], [0.071, -1.005, 2.161], [0.939, 1.871, 1.069]], "forces_ev_per_angstrom": [[0.03, -0.20, 0.31], [-0.11, 0.14, -0.41], [-0.03, -0.04, 0.04], [0.03, 0.07, -0.05], [0.03, 0.04, 0.06], [-0.11, -0.38, -0.13], [0.11, -0.11, 0.08], [0.04, 0.04, 0.06], [0.01, 0.05, -0.01], [0.00, 0.00, -0.03], [-0.01, 0.39, 0.08]]}

***

{"formula": "C24H26FeN4S2Si", "method": "wB97M-V/def2-TZVPD", "lumo_energy_ev": [-3.96, -5.78], "mol_weight_g_mol": 518.57, "largest_force_ev_per_a": 4.580, "e_above_lowest_ev": 1.456, "total_charge": 1, "homo_lumo_gap_ev": [3.819, 4.148], "multiplicity": 6, "e_homo_ev": [-7.7755, -9.9275], "species": ["C", "C", "C", "H", "C", "C", "H", "H", "H", "H", "Fe", "C", "H", "H", "H", "Si", "C", "C", "H", "C", "H", "C", "H", "C", "H", "C", "H", "C", "C", "H", "C", "H", "C", "H", "C", "H", "C", "H", "H", "H", "N", "C", "N", "C", "C", "S", "C", "C", "S", "C", "N", "N", "H", "H", "H", "H", "H", "H"], "xyz": [[1.139, 2.388, 2.112], [0.180, 2.581, 1.067], [-1.126, 2.423, 1.629], [0.400, 2.896, 0.051], [-0.976, 2.112, 3.018], [0.421, 2.098, 3.321], [0.852, 1.992, 4.307], [2.204, 2.564, 2.011], [-2.052, 2.634, 1.103], [-1.780, 2.010, 3.743], [-0.023, 0.653, 1.886], [-1.434, -3.118, -3.443], [-2.146, -3.128, -2.607], [-1.736, -2.357, -4.176], [-0.427, -2.893, -3.071], [-0.048, -0.222, -0.540], [1.645, -0.238, -1.336], [2.448, 0.917, -1.370], [2.095, 1.836, -0.894], [3.694, 0.889, -2.000], [4.294, 1.798, -2.036], [4.169, -0.281, -2.595], [5.133, -0.291, -3.106], [3.384, -1.434, -2.542], [3.740, -2.351, -3.016], [2.142, -1.427, -1.901], [1.542, -2.342, -1.833], [-1.201, 0.817, -1.574], [-0.798, 1.348, -2.810], [0.181, 1.075, -3.220], [-1.634, 2.229, -3.503], [-1.302, 2.638, -4.458], [-2.880, 2.584, -2.990], [-3.530, 3.268, -3.534], [-3.296, 2.042, -1.772], [-4.264, 2.318, -1.354], [-2.483, 1.138, -1.082], [-2.831, 0.687, -0.143], [-0.568, -1.598, -0.695], [-1.430, -4.106, -3.929], [-3.531, 0.209, 2.076], [-2.638, -0.804, 2.147], [-1.302, -0.736, 2.192], [-0.768, -2.046, 2.191], [-1.673, -3.062, 1.926], [-3.259, -2.421, 1.857], [0.621, -2.049, 2.322], [1.543, -3.089, 2.338], [3.089, -2.467, 2.739], [2.455, -0.832, 2.759], [1.157, -0.749, 2.426], [3.274, 0.147, 3.139], [-4.466, -0.109, 2.217], [-3.278, 1.144, 2.391], [-1.380, -4.098, 1.771], [1.281, -4.122, 2.142], [4.169, -0.185, 3.463], [3.009, 1.117, 3.184]], "forces_ev_per_angstrom": [[-0.40, 1.32, 0.85], [0.23, 0.27, 0.16], [-0.39, 1.00, 0.82], [-0.14, -0.21, 0.24], [-0.14, 1.80, 0.03], [0.28, 1.56, -0.16], [-0.07, -0.25, -0.10], [-0.17, -0.20, -0.05], [0.25, -0.28, 0.08], [0.27, -0.14, -0.13], [0.44, -1.39, -2.65], [-0.05, -0.14, -0.14], [0.21, 0.03, -0.22], [0.11, -0.23, 0.27], [-0.28, -0.03, -0.10], [0.00, -0.08, -0.67], [0.34, 0.03, 0.42], [0.20, -0.36, -0.17], [0.17, -0.25, -0.27], [-0.07, 0.23, 0.09], [-0.10, -0.22, 0.02], [-0.39, -0.01, 0.09], [-0.29, 0.00, 0.18], [-0.02, -0.19, -0.04], [-0.09, 0.24, 0.18], [0.05, 0.24, 0.04], [0.30, 0.35, -0.13], [-0.31, 0.37, 0.06], [-0.10, 0.18, 0.23], [-0.37, 0.20, 0.12], [0.08, -0.12, -0.19], [-0.11, -0.11, 0.23], [0.17, -0.15, 0.22], [0.21, -0.14, 0.15], [-0.02, -0.33, 0.15], [0.13, -0.09, -0.16], [0.15, 0.26, -0.34], [0.12, 0.32, -0.49], [-0.06, -0.34, 0.48], [0.00, 0.39, 0.19], [0.98, -0.24, 0.51], [1.17, 0.16, -0.65], [-2.87, -2.82, 0.66], [0.73, 2.59, -0.32], [-0.14, -0.83, 0.00], [-0.99, -0.74, -0.09], [0.37, -0.02, -0.69], [-1.07, 0.43, 0.07], [0.09, 0.04, -0.08], [-1.83, -0.71, -0.49], [3.81, -1.95, 1.63], [0.32, -0.19, -0.07], [-0.71, 0.35, 0.04], [-0.13, -0.49, -0.16], [-0.50, 0.29, 0.08], [0.46, 0.14, 0.21], [0.12, 0.69, 0.02], [0.05, -0.24, 0.05]]}